1.
# C9H18N3

The ion C9H18N3 with charge +1 at a distorted geometry (ωB97M-V with the def2-TZVPD basis set, the Open Molecules 2025 dataset).

Each line ends with the Löwdin charge.
Cartesian coordinates (Å):
1 C -0.230 -2.786 1.020  -0.048
2 N 0.159 -1.311 0.937  -0.042
3 N 0.558 -0.628 -0.190  0.018
4 C 0.241 0.705 -0.399  -0.150
5 C -0.785 1.520 0.414  -0.522
6 C -1.099 2.827 -0.225  -0.061
7 C -0.098 1.806 1.828  0.023
8 C -2.006 0.693 0.444  -0.045
9 C 0.766 1.104 -1.540  0.021
10 N 1.469 0.001 -2.063  0.150
11 C 1.368 -1.051 -1.233  -0.256
12 C 1.905 -2.368 -1.371  -0.018
13 H -0.301 -3.265 0.055  0.053
14 H 0.495 -3.487 1.578  0.107
15 H -1.208 -2.849 1.543  0.088
16 H 0.575 -0.942 1.877  0.180
17 H -1.819 3.342 0.328  0.077
18 H -0.386 3.598 -0.184  0.083
19 H -1.581 2.610 -1.232  0.127
20 H -0.553 2.533 2.371  0.054
21 H -0.114 0.834 2.321  0.070
22 H 0.856 2.171 1.542  0.083
23 H -2.711 1.149 1.170  0.122
24 H -2.551 0.612 -0.515  0.114
25 H -1.800 -0.268 0.726  0.029
26 H 0.874 2.079 -2.043  0.157
27 H 1.855 -0.178 -2.989  0.185
28 H 2.253 -2.806 -0.338  0.129
29 H 1.052 -3.127 -1.744  0.141
30 H 2.816 -2.516 -2.091  0.131

Molecular weight, g mol⁻¹: 168.26
Charge: +1
HOMO level, eV: -12.9780
2S+1: 1
Kohn-Sham gap, eV: 10.132
SMILES string: CNn1c(C(C)(C)C)c[nH+]c1C
E_LUMO, hartree: -0.1046
Energy above the lowest of the compared OMol25 structures with the same formula, charge and spin, kcal per mole: 36.05

2.
# C40H55NO19

A cluster of 9 separate species, C40H55NO19 in total at a distorted geometry (ωB97M-V with the def2-TZVPD basis set, the Open Molecules 2025 dataset).

Each line ends with the Löwdin charge.
Cartesian coordinates (Å):
1 O 3.048 -3.454 0.574  0.176
2 C 3.451 -2.960 -0.439  -0.517
3 O 4.305 -1.897 -0.568  0.043
4 C 3.661 -1.068 -1.567  -0.059
5 C 2.697 -2.021 -2.336  -0.142
6 C 1.247 -1.865 -1.924  -0.156
7 C 0.365 -2.912 -1.906  0.002
8 C -0.903 -2.657 -1.480  -0.151
9 N -1.379 -1.494 -1.078  0.096
10 C -0.509 -0.508 -1.145  -0.140
11 C 0.790 -0.623 -1.547  -0.011
12 O 3.136 -3.281 -1.742  0.022
13 H 3.189 -0.286 -0.977  0.098
14 H 4.476 -0.658 -2.161  0.135
15 H 2.941 -2.097 -3.390  0.164
16 H 0.671 -3.897 -2.223  0.127
17 H -1.591 -3.496 -1.461  0.106
18 H -0.850 0.476 -0.836  0.107
19 H 1.430 0.243 -1.571  0.090
20 O -3.009 -2.073 -3.989  0.109
21 C -3.271 -0.909 -4.067  -0.491
22 C -4.647 -0.272 -4.062  -0.066
23 C -4.356 1.136 -4.575  -0.146
24 C -2.927 1.354 -4.105  -0.152
25 O -2.317 0.050 -4.132  0.016
26 H -5.026 -0.263 -3.039  0.134
27 H -5.327 -0.815 -4.712  0.124
28 H -5.048 1.894 -4.210  0.109
29 H -4.393 1.143 -5.666  0.117
30 H -2.881 1.737 -3.086  0.102
31 H -2.375 2.026 -4.761  0.123
32 O 1.223 2.282 -0.450  0.086
33 C 1.934 2.376 0.516  -0.478
34 C 3.440 2.529 0.524  -0.061
35 C 3.788 2.189 1.968  -0.147
36 C 2.536 2.616 2.709  -0.131
37 O 1.456 2.391 1.772  0.023
38 H 3.695 3.560 0.268  0.126
39 H 3.900 1.842 -0.182  0.116
40 H 4.692 2.676 2.332  0.122
41 H 3.921 1.113 2.062  0.087
42 H 2.548 3.675 2.980  0.130
43 H 2.361 2.027 3.605  0.115
44 O -0.235 4.952 6.290  0.125
45 C -0.814 4.459 5.370  -0.490
46 C -1.800 5.144 4.441  -0.072
47 C -2.482 3.961 3.759  -0.152
48 C -1.386 2.907 3.786  -0.152
49 O -0.635 3.171 4.985  0.022
50 H -1.244 5.760 3.733  0.130
51 H -2.500 5.755 5.004  0.125
52 H -2.846 4.177 2.756  0.103
53 H -3.330 3.630 4.360  0.119
54 H -0.711 2.985 2.931  0.109
55 H -1.785 1.896 3.825  0.128
56 O 0.331 8.087 -1.270  0.131
57 C 0.535 6.994 -1.704  -0.475
58 C 1.859 6.251 -1.724  -0.065
59 C 1.586 5.130 -2.722  -0.142
60 C 0.094 4.916 -2.561  -0.173
61 O -0.443 6.210 -2.227  0.016
62 H 2.061 5.868 -0.723  0.125
63 H 2.664 6.904 -2.047  0.127
64 H 2.168 4.227 -2.544  0.111
65 H 1.804 5.478 -3.733  0.121
66 H -0.137 4.223 -1.748  0.093
67 H -0.372 4.555 -3.476  0.137
68 O -5.839 3.330 -1.713  0.124
69 C -4.816 3.880 -1.432  -0.478
70 C -4.656 5.218 -0.740  -0.066
71 C -3.194 5.558 -1.019  -0.146
72 C -2.564 4.179 -1.131  -0.146
73 O -3.596 3.333 -1.675  0.003
74 H -4.851 5.087 0.325  0.128
75 H -5.337 5.953 -1.160  0.127
76 H -2.728 6.182 -0.259  0.120
77 H -3.114 6.080 -1.974  0.120
78 H -2.264 3.777 -0.160  0.133
79 H -1.705 4.170 -1.796  0.066
80 O 6.126 -9.309 -1.834  0.122
81 C 5.595 -8.258 -1.639  -0.485
82 C 4.826 -7.839 -0.397  -0.070
83 C 4.078 -6.605 -0.889  -0.161
84 C 4.996 -6.070 -1.960  -0.166
85 O 5.635 -7.229 -2.528  0.026
86 H 5.539 -7.598 0.393  0.131
87 H 4.154 -8.628 -0.070  0.124
88 H 3.864 -5.879 -0.107  0.102
89 H 3.128 -6.907 -1.334  0.124
90 H 5.769 -5.411 -1.558  0.130
91 H 4.448 -5.540 -2.735  0.117
92 O 2.855 -0.657 2.033  0.112
93 C 2.505 -1.098 3.093  -0.453
94 C 1.977 -2.487 3.369  -0.072
95 C 1.343 -2.324 4.748  -0.145
96 C 2.185 -1.214 5.356  -0.143
97 O 2.573 -0.385 4.242  0.017
98 H 2.811 -3.189 3.380  0.133
99 H 1.252 -2.776 2.614  0.126
100 H 1.335 -3.235 5.342  0.119
101 H 0.311 -1.985 4.639  0.121
102 H 3.090 -1.592 5.838  0.127
103 H 1.631 -0.614 6.073  0.126
104 O -2.681 -4.869 3.033  0.117
105 C -3.296 -5.303 2.105  -0.490
106 C -4.216 -4.531 1.179  -0.072
107 C -4.990 -5.647 0.484  -0.156
108 C -3.986 -6.789 0.506  -0.158
109 O -3.223 -6.598 1.709  0.024
110 H -3.608 -3.956 0.478  0.123
111 H -4.870 -3.870 1.741  0.125
112 H -5.331 -5.393 -0.518  0.116
113 H -5.866 -5.911 1.079  0.117
114 H -3.303 -6.758 -0.346  0.126
115 H -4.466 -7.765 0.536  0.123

Molecular weight, g mol⁻¹: 853.87
HOMO level, eV: -9.7755
2S+1: 1
Kohn-Sham gap, eV: 9.929
SMILES string: O=C1OC[C@H](c2ccncc2)O1.O=C1CCCO1.O=C1CCCO1.O=C1CCCO1.O=C1CCCO1.O=C1CCCO1.O=C1CCCO1.O=C1CCCO1.O=C1CCCO1
E_LUMO, hartree: 0.0056

3.
# C46H53BN6OPS3Zr

A structure of composition C46H53BN6OPS3Zr at a distorted geometry (ωB97M-V with the def2-TZVPD basis set, the Open Molecules 2025 dataset).

Each line ends with the Löwdin charge.
Cartesian coordinates (Å):
1 Zr -0.027 1.664 1.290  1.074
2 C -3.830 -1.933 0.911  -0.035
3 C -2.352 -2.103 0.775  -0.219
4 C -1.735 -3.326 0.897  0.108
5 C -0.336 -3.438 0.792  -0.162
6 N 0.390 -2.365 0.555  0.215
7 N -0.196 -1.192 0.409  -0.001
8 B 0.702 -0.019 -0.033  -0.782
9 N 2.204 -0.342 0.090  0.000
10 N 2.701 -1.053 -0.921  0.202
11 C 3.949 -1.446 -0.887  -0.177
12 C 4.763 -1.127 0.224  0.098
13 C 4.278 -0.358 1.247  -0.223
14 C 5.107 0.039 2.423  -0.044
15 C 2.925 0.054 1.146  -0.545
16 S 2.202 1.046 2.368  0.724
17 C 4.492 -2.232 -2.064  -0.544
18 C 3.423 -2.414 -3.143  -0.055
19 C 5.683 -1.466 -2.659  -0.024
20 C 4.953 -3.608 -1.557  -0.020
21 N 0.365 0.317 -1.513  -0.038
22 N -0.019 -0.706 -2.267  0.201
23 C -0.230 -0.521 -3.547  -0.177
24 C -0.028 0.757 -4.118  0.099
25 C 0.327 1.826 -3.338  -0.219
26 C 0.498 3.208 -3.876  -0.041
27 C 0.510 1.568 -1.959  -0.556
28 S 0.893 2.816 -0.817  0.736
29 C -0.713 -1.694 -4.378  -0.542
30 C 0.248 -1.910 -5.557  -0.019
31 C -2.110 -1.354 -4.926  -0.025
32 C -0.787 -2.969 -3.536  -0.047
33 C -1.525 -0.993 0.521  -0.525
34 S -2.156 0.627 0.286  0.754
35 C 0.414 -4.752 0.890  -0.539
36 C -0.454 -5.854 1.499  -0.044
37 C 0.806 -5.150 -0.545  -0.023
38 C 1.684 -4.571 1.733  -0.033
39 H -4.325 -2.893 1.036  0.098
40 H -4.240 -1.429 0.034  0.090
41 H -4.060 -1.311 1.780  0.084
42 H -2.335 -4.204 1.094  0.131
43 H 5.788 -1.474 0.256  0.138
44 H 6.151 -0.226 2.275  0.096
45 H 4.747 -0.462 3.325  0.100
46 H 5.034 1.111 2.607  0.080
47 H 3.087 -1.448 -3.522  0.079
48 H 2.558 -2.946 -2.748  0.062
49 H 3.839 -2.989 -3.970  0.101
50 H 5.370 -0.483 -3.017  0.095
51 H 6.084 -2.023 -3.505  0.100
52 H 6.488 -1.330 -1.935  0.086
53 H 4.130 -4.145 -1.080  0.082
54 H 5.774 -3.527 -0.843  0.088
55 H 5.304 -4.204 -2.399  0.101
56 H -0.180 0.902 -5.180  0.137
57 H 0.337 3.230 -4.951  0.095
58 H 1.500 3.583 -3.661  0.093
59 H -0.212 3.885 -3.398  0.086
60 H 0.259 -1.054 -6.233  0.087
61 H -0.082 -2.778 -6.128  0.101
62 H 1.267 -2.099 -5.214  0.079
63 H -2.085 -0.471 -5.566  0.086
64 H -2.822 -1.178 -4.116  0.091
65 H -2.473 -2.189 -5.524  0.100
66 H 0.196 -3.230 -3.147  0.065
67 H -1.147 -3.792 -4.153  0.100
68 H -1.470 -2.841 -2.694  0.076
69 H -1.293 -6.113 0.850  0.090
70 H -0.836 -5.571 2.482  0.097
71 H 0.149 -6.751 1.621  0.101
72 H -0.076 -5.274 -1.177  0.091
73 H 1.342 -6.099 -0.521  0.101
74 H 1.453 -4.393 -0.990  0.064
75 H 1.435 -4.376 2.778  0.093
76 H 2.294 -3.749 1.358  0.065
77 H 2.276 -5.485 1.693  0.098
78 O -0.839 0.794 2.980  -0.166
79 C -1.592 1.658 3.437  -0.336
80 C -1.874 2.258 4.704  -0.172
81 C -1.688 1.956 6.056  0.058
82 C -2.010 2.955 6.955  0.006
83 C -2.467 4.213 6.539  0.029
84 C -2.661 4.522 5.190  0.006
85 C -2.401 3.516 4.293  -0.196
86 P -2.388 3.143 2.521  1.155
87 C -1.071 4.131 1.733  -0.404
88 C 0.176 4.197 2.402  -0.162
89 C 1.166 5.026 1.907  -0.028
90 C 0.916 5.815 0.782  -0.022
91 C -0.306 5.752 0.133  -0.044
92 C -1.297 4.889 0.587  -0.085
93 C -4.001 3.317 1.770  -0.329
94 C -4.846 2.227 1.572  -0.091
95 C -6.129 2.457 1.104  -0.030
96 C -6.555 3.752 0.840  -0.014
97 C -5.718 4.836 1.078  -0.030
98 C -4.434 4.630 1.552  -0.082
99 H -1.315 0.998 6.392  0.143
100 H -1.897 2.762 8.014  0.136
101 H -2.687 4.967 7.283  0.138
102 H -3.011 5.498 4.881  0.132
103 H 0.332 3.690 3.353  0.123
104 H 2.120 5.091 2.414  0.137
105 H 1.686 6.481 0.416  0.137
106 H -0.495 6.370 -0.734  0.135
107 H -2.239 4.811 0.060  0.121
108 H -4.505 1.222 1.778  0.074
109 H -6.800 1.622 0.953  0.126
110 H -7.551 3.920 0.454  0.130
111 H -6.068 5.844 0.904  0.128
112 H -3.794 5.477 1.768  0.116

Molecular weight, g mol⁻¹: 935.18
Charge: +3
HOMO level, eV: -14.9946
2S+1: 1
Kohn-Sham gap, eV: 5.317
E_LUMO, hartree: -0.3557
Energy above the lowest of the compared OMol25 structures with the same formula, charge and spin, kcal per mole: 25.58